This record from the Open Molecules 2025 dataset describes a structure of composition C10H21AsCrN6S4Se. The level of theory is ωB97M-V/def2-TZVPD.

The geometry in XYZ format:
```
44
Properties=species:S:1:pos:R:3:lowdin_spin:R:1
Cr 1.56 0.87 -0.30 3.052
S 5.36 -1.54 -1.67 0.018
As 3.44 -1.51 -0.82 0.018
S 3.35 0.03 0.83 -0.065
S 2.01 -0.44 -2.19 -0.045
S 2.58 -3.31 -0.15 0.012
Se 0.70 2.64 1.30 0.001
C -0.92 2.86 0.31 0.002
C -2.13 3.07 0.96 -0.001
C -3.30 3.18 0.22 0.000
N -3.36 3.10 -1.11 -0.001
C -2.20 2.91 -1.73 0.000
C -0.97 2.79 -1.08 0.000
H -2.16 3.12 2.04 0.000
H -4.25 3.34 0.73 0.000
H -2.23 2.85 -2.82 0.000
H -0.08 2.70 -1.68 0.001
C -2.51 -2.76 0.46 0.000
N -1.28 -2.33 -0.19 -0.001
C -1.36 -2.19 -1.64 0.001
C -0.43 -1.49 0.50 0.008
N -0.09 -0.32 0.04 -0.006
N -0.01 -1.95 1.70 0.005
C 0.17 -3.37 1.97 0.001
C 0.70 -1.07 2.61 0.002
H -3.33 -2.07 0.25 0.000
H -2.37 -2.81 1.53 0.000
H -2.80 -3.76 0.10 0.000
H -1.60 -3.16 -2.07 0.000
H -0.41 -1.86 -2.03 0.001
H -2.15 -1.48 -1.93 0.000
H -0.66 -0.11 -0.77 0.001
H -0.14 -3.96 1.12 0.000
H -0.39 -3.66 2.86 0.000
H 1.23 -3.55 2.13 0.000
H 0.41 -0.03 2.44 0.001
H 1.78 -1.16 2.47 0.001
H 0.44 -1.35 3.64 0.000
N 2.37 3.49 -1.58 0.000
N 2.96 2.25 -1.18 -0.013
H 3.08 4.10 -1.96 -0.001
H 2.00 3.90 -0.74 0.000
H 3.78 2.35 -0.59 0.003
H 3.23 1.72 -1.99 0.003
```

Values from the calculation:
Kohn-Sham gap (alpha / beta) (eV): 6.292 / 6.696
Energy relative to the best compared isomer or geometry (same formula, charge and spin) (eV): 0.000
2S+1: 4
E_tot (a.u.): -7996.78168
HOMO (alpha / beta) (eV): -4.280 / -4.296
Total charge: -1